The following is a quantum chemistry calculation of 2 unconnected molecules or ions with the total composition CH4NOS in a non-equilibrium geometry, from OMol25.

XYZ file:
```
8
Properties=species:S:1:pos:R:3:mulliken_charge:R:1
C -1.08 1.13 -0.40 -0.438
N 0.15 0.98 0.13 -0.415
O 1.23 -1.85 0.94 -0.666
S 1.34 0.57 -0.92 -0.578
H 1.38 -0.96 0.50 0.291
H -1.38 1.16 -1.46 0.287
H -1.91 0.95 0.32 0.232
H 0.26 -1.98 0.89 0.287
```

The charge is -1. The highest occupied orbital energy comes out at -0.09780 hartree.


The following is a quantum chemistry calculation of a molecular structure, C26H41Br36N2O in a non-equilibrium geometry, from OMol25.

XYZ file:
```
106
Properties=species:S:1:pos:R:3:mulliken_charge:R:1
C 2.28 -2.57 -1.41 -0.466
C 2.97 -1.41 -2.14 0.726
C 3.24 -0.22 -1.23 -1.318
C 2.01 0.51 -0.68 0.574
C 1.21 1.28 -1.75 -2.154
C -0.32 1.12 -1.79 3.191
N -0.80 2.32 -2.53 -0.621
C -1.00 1.18 -0.40 -2.591
C -1.98 0.03 -0.11 1.797
C -1.29 -1.24 0.41 -0.602
C -2.94 0.49 1.01 -1.698
N -2.80 -0.20 -1.33 1.206
O -3.57 0.79 -1.60 -0.661
C -2.06 -0.76 -2.50 1.137
C -2.83 -0.38 -3.78 -0.960
C -2.04 -2.31 -2.44 -1.079
C -0.63 -0.18 -2.58 -0.879
H 1.20 -2.59 -1.59 -0.152
H 2.66 -3.52 -1.79 0.384
H 2.45 -2.52 -0.34 0.042
H 3.94 -1.76 -2.49 0.379
H 2.40 -1.12 -3.03 -0.684
H 3.92 0.50 -1.70 0.374
H 3.79 -0.62 -0.37 0.199
H 2.37 1.24 0.05 0.222
H 1.39 -0.19 -0.11 -0.271
H 1.58 0.94 -2.73 0.624
H 1.45 2.34 -1.70 0.481
H -0.21 2.49 -3.34 0.406
H -1.76 2.22 -2.81 0.312
H -0.28 1.26 0.41 0.324
H -1.60 2.09 -0.39 0.625
H -0.33 -1.46 -0.06 0.245
H -1.94 -2.10 0.23 -0.104
H -1.20 -1.16 1.48 -0.409
H -3.77 -0.22 1.11 0.401
H -2.38 0.53 1.94 0.148
H -3.32 1.49 0.81 0.418
H -2.73 0.68 -4.03 0.207
H -3.87 -0.65 -3.69 0.133
H -2.38 -0.95 -4.60 0.286
H -1.02 -2.70 -2.37 -0.092
H -2.49 -2.74 -3.34 0.473
H -2.61 -2.69 -1.59 0.288
H 0.12 -0.93 -2.32 -1.221
H -0.45 0.07 -3.63 0.331
C 0.16 -6.32 -0.54 -0.418
Br 1.45 -6.92 0.76 -0.031
Br -0.85 -4.83 0.13 0.063
Br 0.99 -5.92 -2.23 -0.027
H -0.53 -7.14 -0.71 0.431
C 0.36 -2.16 -6.46 -0.282
Br 0.87 -2.25 -8.31 -0.012
Br 0.41 -3.88 -5.62 -0.017
Br 1.48 -0.90 -5.53 0.044
H -0.65 -1.79 -6.41 0.294
C -0.04 4.38 2.12 -0.442
Br -0.26 4.66 0.24 -0.030
Br -1.53 3.43 2.87 0.070
Br 1.62 3.48 2.51 -0.045
H 0.00 5.35 2.60 0.420
C -4.41 5.13 5.40 0.330
Br -5.02 3.50 4.57 0.007
Br -2.99 4.79 6.66 0.031
Br -3.91 6.45 4.10 -0.006
H -5.24 5.53 5.96 -0.369
C 4.41 -0.99 -10.35 -0.334
Br 3.35 -2.32 -11.26 -0.036
Br 3.30 0.34 -9.53 -0.024
Br 5.60 -1.81 -9.08 -0.018
H 5.02 -0.50 -11.09 0.381
C -8.61 5.67 6.79 -0.341
Br -8.66 5.40 4.89 0.004
Br -8.34 4.02 7.73 0.008
Br -7.28 6.98 7.27 -0.038
H -9.57 6.07 7.09 0.335
C -0.14 -1.12 4.81 -0.514
Br -2.02 -1.47 4.58 -0.065
Br 0.88 -1.66 3.27 0.176
Br 0.20 0.73 5.23 0.129
H 0.20 -1.71 5.65 0.385
C 6.39 0.08 -5.87 0.133
Br 7.98 -0.87 -5.38 -0.029
Br 4.89 -0.42 -4.78 0.188
Br 6.66 1.98 -5.87 -0.018
H 6.14 -0.21 -6.89 -0.202
C -6.82 -3.17 -2.67 -0.354
Br -6.45 -3.60 -4.51 -0.046
Br -6.78 -4.75 -1.56 -0.032
Br -5.63 -1.82 -2.02 0.054
H -7.82 -2.78 -2.63 0.373
C 0.32 1.33 9.49 -0.425
Br -1.16 2.44 8.97 0.032
Br -0.09 -0.54 9.30 -0.026
Br 1.92 1.80 8.53 0.033
H 0.51 1.52 10.54 0.359
C 6.02 2.47 7.79 -0.374
Br 7.80 1.74 7.78 -0.035
Br 6.03 4.39 7.76 -0.015
Br 4.95 1.75 6.35 0.075
H 5.55 2.16 8.71 0.338
C 5.17 -2.52 3.13 -0.425
Br 4.02 -3.97 2.62 -0.038
Br 6.14 -1.82 1.62 -0.024
Br 4.21 -1.14 4.06 0.039
H 5.90 -2.92 3.82 0.391
```

As for the spin multiplicity: 2. The charge is 0. The highest occupied orbital energy (alpha / beta) comes out at -0.29890 / -0.32524 hartree.


The following is a quantum chemistry calculation of 3 unconnected molecules or ions with the total composition C4H13NO4 in a non-equilibrium geometry, from OMol25.

XYZ file:
```
22
Properties=species:S:1:pos:R:3:mulliken_charge:R:1
C 0.81 0.93 0.59 -0.316
C 0.79 2.26 -0.23 -0.538
O -0.34 2.81 -0.91 -0.541
C -0.41 0.08 0.23 0.539
N -0.09 -1.29 0.03 -0.209
C -1.22 -2.21 -0.09 -0.941
O -1.46 0.61 -0.02 -0.684
H 1.82 0.56 0.35 0.190
H 0.82 1.14 1.66 0.326
H 1.43 2.02 -1.08 0.288
H 1.06 3.09 0.47 0.266
H -1.17 2.37 -0.69 0.345
H 0.52 -1.66 0.74 0.285
H -1.60 -2.63 0.86 0.285
H -2.01 -1.88 -0.75 0.343
H -0.76 -3.12 -0.51 0.334
H -1.58 0.94 -2.28 0.318
H -2.14 -0.51 -1.83 0.300
O -2.01 0.12 -2.53 -0.616
H 2.77 -0.47 2.11 0.328
H 2.49 -1.89 1.59 0.342
O 2.27 -1.27 2.30 -0.644
```

As for the SMILES: CNC(=O)CCO.O.O. The charge is 0. The highest occupied orbital energy comes out at -0.36967 hartree.


The following is a quantum chemistry calculation of 2 unconnected molecules or ions with the total composition C2H8N2S2 in a non-equilibrium geometry, from OMol25.

XYZ file:
```
14
Properties=species:S:1:pos:R:3:mulliken_charge:R:1
C 1.11 1.96 0.24 -0.768
S 0.25 3.16 1.29 -0.391
S -1.32 1.76 2.21 -0.599
H 1.08 0.92 0.58 0.263
H 2.14 2.32 0.31 0.205
H 0.85 1.99 -0.81 0.245
H -0.93 2.03 3.45 0.044
N 0.67 -4.66 -1.62 -0.516
C -0.14 -4.08 -2.58 0.035
N 0.38 -3.50 -3.59 -0.609
H 1.56 -4.18 -1.66 0.298
H 0.21 -4.53 -0.72 0.263
H -1.23 -3.98 -2.53 0.296
H -0.27 -3.62 -4.36 0.233
```

As for the spin multiplicity: 2. The charge is -1. The highest occupied orbital energy (alpha / beta) comes out at -0.01255 / -0.11271 hartree.


The following is a quantum chemistry calculation of C4H7NO2 in the gas phase, from OMol25.

XYZ file:
```
14
Properties=species:S:1:pos:R:3:mulliken_charge:R:1
C 1.09 1.88 1.01 -0.952
C -0.06 0.91 0.83 0.609
N 0.08 0.00 -0.19 -0.223
O -1.05 0.91 1.54 -0.601
C -0.86 -1.09 -0.30 -0.335
C -0.56 -1.94 -1.51 -0.038
O -0.66 -3.14 -1.52 -0.451
H 1.71 1.54 1.85 0.249
H 1.72 1.97 0.12 0.312
H 0.68 2.86 1.28 0.289
H 0.99 -0.10 -0.62 0.250
H -0.86 -1.72 0.60 0.265
H -1.87 -0.67 -0.41 0.269
H -0.26 -1.39 -2.43 0.356
```

As for the SMILES: CC(=O)NCC=O. The charge is 0. The highest occupied orbital energy comes out at -0.37138 hartree.


The following is a quantum chemistry calculation of a molecular structure, C40H58N11O2S2SeTi in a non-equilibrium geometry, from OMol25.

XYZ file:
```
115
Properties=species:S:1:pos:R:3:mulliken_charge:R:1
Ti -0.72 0.37 -0.25 -0.342
N -0.99 -3.62 -1.54 0.510
C -1.59 -2.43 -1.57 -1.367
N -0.82 -1.56 -0.96 1.723
C 0.28 -2.30 -0.57 0.353
N 0.20 -3.56 -0.92 -0.934
C 1.32 -1.61 0.16 -0.445
C 2.47 -2.22 0.67 -0.203
N 3.33 -1.58 1.42 -0.542
C 3.08 -0.29 1.65 -1.080
C 1.98 0.35 1.12 -0.564
N 1.08 -0.29 0.37 1.525
H -1.30 -4.50 -1.93 0.238
H -2.55 -2.23 -2.02 0.492
H 2.66 -3.27 0.47 0.608
H 3.79 0.24 2.28 0.541
H 1.80 1.40 1.30 0.659
C -0.88 -1.24 -6.19 -1.088
C 0.59 -0.83 -6.17 -0.400
C 1.43 -1.74 -5.27 -1.052
C 1.26 -1.44 -3.78 -0.216
N 2.14 -0.36 -3.35 0.206
C 1.79 0.75 -2.72 0.049
S 0.13 1.16 -2.42 -0.189
N 2.72 1.66 -2.45 0.052
C 4.15 1.57 -2.77 -1.398
C 4.92 0.60 -1.89 0.247
C 6.41 0.57 -2.22 -0.649
C 7.17 -0.38 -1.29 -1.281
H -1.45 -0.61 -6.87 0.382
H -1.34 -1.16 -5.20 0.143
H -0.98 -2.27 -6.53 0.333
H 0.68 0.21 -5.83 0.238
H 0.98 -0.88 -7.18 0.415
H 2.49 -1.64 -5.53 0.441
H 1.15 -2.78 -5.45 0.427
H 1.50 -2.33 -3.20 0.094
H 0.24 -1.14 -3.56 -0.110
H 3.11 -0.46 -3.62 0.357
H 2.38 2.52 -2.03 0.343
H 4.57 2.57 -2.66 0.495
H 4.26 1.30 -3.83 0.321
H 4.51 -0.41 -1.97 0.189
H 4.80 0.92 -0.85 0.242
H 6.82 1.58 -2.12 0.336
H 6.55 0.26 -3.26 0.376
H 7.05 -0.08 -0.25 0.314
H 8.23 -0.37 -1.53 0.396
H 6.80 -1.40 -1.40 0.329
C -4.95 -3.18 4.05 -0.781
C -5.89 -2.23 3.30 -0.774
C -5.18 -1.27 2.36 -0.244
C -4.67 -1.89 1.06 -0.459
N -3.50 -2.77 1.22 1.197
C -2.29 -2.44 1.72 -0.985
Se -1.61 -0.73 2.08 -0.193
N -1.55 -3.56 1.82 1.384
C -0.30 -3.67 2.58 -0.766
C -0.56 -3.59 4.09 -0.458
C -1.36 -4.77 4.65 -0.033
C -0.58 -6.09 4.64 -1.343
C -2.28 -4.64 1.33 0.745
C -1.96 -5.98 1.17 -0.879
C -2.93 -6.80 0.62 -0.948
C -4.19 -6.29 0.25 -0.877
C -4.50 -4.96 0.41 -1.180
C -3.52 -4.13 0.95 0.913
H -5.49 -3.69 4.85 0.513
H -4.12 -2.63 4.49 0.195
H -4.55 -3.95 3.38 0.025
H -6.43 -1.63 4.04 0.390
H -6.64 -2.80 2.75 0.311
H -4.34 -0.81 2.88 0.012
H -5.86 -0.47 2.07 0.525
H -4.42 -1.11 0.35 -0.475
H -5.46 -2.51 0.62 0.461
H 0.35 -2.85 2.28 -0.472
H 0.17 -4.61 2.31 0.810
H -1.08 -2.66 4.29 -0.025
H 0.41 -3.54 4.60 0.617
H -2.29 -4.89 4.10 -0.123
H -1.63 -4.53 5.68 0.501
H -0.34 -6.41 3.63 0.199
H -1.16 -6.88 5.11 0.422
H 0.36 -5.98 5.19 0.358
H -1.01 -6.38 1.47 0.433
H -2.73 -7.85 0.49 0.490
H -4.93 -6.96 -0.16 0.464
H -5.47 -4.58 0.13 0.509
O -3.99 6.66 -4.07 -0.455
C -3.17 5.66 -4.40 0.505
O -2.49 5.71 -5.39 -0.523
C -3.13 4.47 -3.48 0.409
C -3.25 4.61 -2.10 -0.820
C -3.14 3.49 -1.28 -0.538
C -2.94 2.24 -1.84 0.598
S -2.94 0.80 -0.79 -0.219
C -2.83 2.10 -3.22 -0.579
C -2.89 3.22 -4.03 -0.827
H -4.56 6.44 -3.33 0.337
H -3.40 5.58 -1.66 0.419
H -3.21 3.60 -0.21 0.269
H -2.68 1.12 -3.65 0.545
H -2.77 3.14 -5.10 0.457
C -0.59 2.81 4.27 -0.901
N -1.42 2.68 3.07 0.038
C -2.87 2.84 3.24 -0.807
C -0.94 2.35 1.93 0.604
N -0.55 2.05 0.87 -0.373
H -0.76 3.79 4.72 0.340
H 0.47 2.71 4.02 0.317
H -0.86 2.04 4.99 0.323
H -3.22 2.14 4.00 0.339
H -3.38 2.64 2.30 0.224
H -3.09 3.86 3.57 0.350
```

As for the spin multiplicity: 2. The charge is +2. The highest occupied orbital energy (alpha / beta) comes out at -0.46239 / -0.46112 hartree.


Look up the charge of the fourth one.
-1